1.
Molecular formula: C5H5BrN
Method: DFT, ωB97M-V/def2-TZVPD

XYZ file:
```
12
Properties=species:S:1:pos:R:3:forces:R:3:lowdin_charge:R:1
C -1.3056 -0.3426 -0.0222 -0.712 -0.322 0.301 -0.03
C -0.9549 -1.5725 -0.0208 0.780 -1.172 -1.496 0.09
C 0.5535 -1.3952 0.2356 -1.219 1.467 -0.734 -0.09
C -0.5856 1.9023 0.1445 -1.121 2.498 0.320 0.15
C 1.1137 -0.2099 -0.1680 0.390 -3.672 -0.896 -0.69
N -1.2294 0.8476 0.0230 -0.341 0.554 0.240 0.11
Br 2.8847 0.0583 0.0264 1.860 0.419 0.669 0.88
H -1.5746 -2.3808 -0.4773 0.890 0.307 1.003 0.17
H 1.0442 -2.1161 0.8341 0.478 -0.529 0.581 0.10
H -1.1947 2.7482 -0.0521 -0.134 1.209 -0.157 0.11
H 0.4214 2.1016 0.5126 0.048 -0.916 -0.130 0.13
H 0.8273 0.3592 -1.0358 -0.920 0.157 0.297 0.07
```
Positions in Å, forces in eV/Å.

E_LUMO: -6.136 eV
structure (SMILES): C=[N+]=C=C/C=C/Br
total charge: +1
HOMO: -13.6 eV
2S+1: 1
max |F|: 3.80 eV/Å
energy relative to the best compared isomer or geometry (same formula, charge and spin): 443.42 kJ/mol
orbital gap: 0.276 hartree

***

2.
Molecular formula: C7H14
Method: DFT, ωB97M-V/def2-TZVPD

XYZ file:
```
21
Properties=species:S:1:pos:R:3:forces:R:3:lowdin_charge:R:1
C -0.7265 1.6827 0.6314 -0.026 -0.042 0.047 -0.06
C -0.5387 0.2257 0.1699 0.008 -0.013 0.070 -0.57
C -1.0470 0.0864 -1.2705 -0.020 -0.089 0.046 -0.06
C -1.2356 -0.7859 1.1210 -0.309 0.275 -0.426 -0.04
C 0.9393 -0.0949 0.3111 0.247 -0.018 0.009 -0.31
C 1.9960 0.0202 -0.7404 0.064 0.442 -0.204 -0.11
C 1.5796 -1.3350 -0.2354 -0.248 -0.463 0.154 -0.11
H -0.4275 1.8046 1.6799 -0.059 -0.050 -0.139 0.08
H -0.0984 2.3546 0.0309 -0.129 -0.142 0.077 0.09
H -1.7668 2.0150 0.5351 0.112 -0.111 0.011 0.08
H -2.1138 0.3339 -1.3205 0.144 -0.038 0.035 0.09
H -0.5169 0.7546 -1.9612 -0.098 -0.081 0.182 0.08
H -0.9345 -0.9419 -1.6331 0.004 0.145 0.020 0.08
H -0.4898 -1.1336 1.8231 -0.053 -0.105 0.433 0.07
H -2.0764 -0.3521 1.6690 0.032 -0.003 -0.086 0.08
H -1.6006 -1.6703 0.5838 0.086 0.200 0.016 0.08
H 1.3111 0.1521 1.3081 -0.114 0.033 -0.165 0.14
H 1.6927 0.2378 -1.7582 -0.051 0.022 0.068 0.09
H 2.9119 0.5353 -0.4608 0.033 -0.485 0.004 0.10
H 2.1634 -1.9579 0.4386 0.198 0.333 -0.201 0.10
H 0.9783 -1.9316 -0.9216 0.177 0.190 0.049 0.10
```
Positions in Å, forces in eV/Å.

E_LUMO: 0.989 eV
structure (SMILES): CC(C)(C)C1CC1
total charge: 0
HOMO: -10.1 eV
2S+1: 1
max |F|: 0.59 eV/Å
energy relative to the best compared isomer or geometry (same formula, charge and spin): 92.38 kJ/mol
orbital gap: 0.406 hartree

***

3.
Molecular formula: C3Cl2N2
Method: DFT, ωB97M-V/def2-TZVPD

XYZ file:
```
7
Properties=species:S:1:pos:R:3:forces:R:3:lowdin_charge:R:1
C -0.3903 0.2021 -0.0928 -1.670 0.353 2.080 -1.10
C 0.4088 -0.4721 -1.0267 4.225 -5.564 -5.726 -0.32
C 0.3450 -0.0740 1.1716 1.334 2.042 1.849 -0.28
N 1.1063 -1.1868 -1.7118 -3.776 4.085 3.615 0.22
N 1.0946 0.0861 2.0563 -1.779 -0.896 -1.746 0.21
Cl -2.1450 -0.5040 0.1319 1.885 0.763 -0.548 0.58
Cl -0.4193 1.9486 -0.5285 -0.219 -0.782 0.476 0.68
```
Positions in Å, forces in eV/Å.

E_LUMO: -1.309 eV
structure (SMILES): N#CC(Cl)(Cl)C#N
total charge: 0
HOMO: -12.3 eV
2S+1: 1
max |F|: 9.03 eV/Å
energy relative to the best compared isomer or geometry (same formula, charge and spin): 76.49 kJ/mol
orbital gap: 0.405 hartree

***

4.
Molecular formula: C25H33F3FeN5P2SSe
Method: DFT, ωB97M-V/def2-TZVPD

XYZ file:
```
71
Properties=species:S:1:pos:R:3:forces:R:3:lowdin_charge:R:1
Fe 1.0647 0.2486 -1.2661 0.075 -0.007 -0.055 -0.15
C 0.1993 2.8367 0.9947 -0.011 -0.002 0.011 -0.22
P 0.3994 1.0302 0.7706 0.007 0.010 0.008 1.03
C -1.3711 0.5008 0.9709 0.018 -0.002 0.003 -0.34
N -2.0953 1.0010 1.9331 0.000 0.009 0.007 0.14
C -3.4026 0.6257 1.9979 -0.018 -0.014 -0.015 -0.20
C -4.2235 1.1349 3.0295 0.008 0.007 0.005 -0.02
C -5.5380 0.7716 3.0956 -0.015 -0.001 0.006 -0.09
C -6.0886 -0.1089 2.1358 -0.007 -0.001 0.003 -0.09
C -5.3139 -0.6096 1.1291 -0.004 -0.007 -0.004 -0.02
C -3.9493 -0.2511 1.0447 0.006 0.018 0.018 -0.20
N -3.1849 -0.7553 0.0371 -0.004 -0.005 -0.009 0.15
C -1.9287 -0.4046 -0.0004 0.004 -0.012 -0.001 -0.34
P -0.8199 -0.9847 -1.3643 -0.015 -0.018 0.032 1.02
C -1.8901 -0.7835 -2.8241 0.008 0.020 0.001 -0.20
C -0.8082 -2.8494 -1.1519 -0.010 0.005 -0.004 -0.68
C -0.3641 -3.1985 0.2685 -0.005 -0.006 -0.002 -0.11
C 0.1855 -3.4215 -2.1704 0.012 0.004 0.000 -0.11
C -2.1783 -3.4897 -1.3997 0.010 0.003 -0.007 -0.10
C 1.1750 0.5761 2.4255 0.005 0.001 0.001 -0.68
C 0.6348 1.3963 3.6011 -0.002 0.006 0.004 -0.11
C 2.6804 0.8417 2.2971 -0.006 -0.003 0.014 -0.10
C 0.9454 -0.9062 2.7186 0.004 0.003 0.005 -0.10
H -0.4422 3.0454 1.8484 0.001 -0.008 0.001 0.04
H -0.2332 3.2656 0.0984 -0.001 0.006 -0.006 0.03
H 1.1826 3.2825 1.1570 0.001 0.002 -0.007 0.04
H -3.7767 1.8109 3.7473 -0.001 -0.002 -0.003 0.11
H -6.1683 1.1603 3.8852 -0.001 -0.002 -0.001 0.10
H -7.1336 -0.3835 2.2027 0.001 0.003 0.001 0.10
H -5.7085 -1.2822 0.3785 0.002 0.002 0.003 0.11
H -2.8541 -1.2603 -2.6625 -0.004 -0.014 0.002 0.04
H -1.3820 -1.2210 -3.6862 -0.010 -0.008 0.001 0.04
H -2.0346 0.2742 -3.0178 0.004 -0.017 -0.003 0.03
H 0.6240 -2.8050 0.4936 -0.001 -0.002 -0.004 0.00
H -0.3185 -4.2871 0.3700 -0.001 0.005 -0.003 0.09
H -1.0693 -2.8239 1.0162 0.006 -0.006 -0.006 0.07
H 1.1976 -3.0540 -2.0084 -0.014 -0.008 -0.005 0.02
H -0.0930 -3.1796 -3.1983 -0.009 -0.001 0.003 0.05
H 0.1902 -4.5123 -2.0748 0.008 0.003 0.001 0.09
H -2.9566 -3.0640 -0.7675 -0.006 0.001 0.002 0.06
H -2.0953 -4.5583 -1.1778 -0.007 0.004 0.002 0.08
H -2.4852 -3.3984 -2.4414 0.005 0.007 -0.002 0.07
H 0.8904 2.4528 3.5151 0.009 -0.005 0.002 0.07
H 1.1006 1.0213 4.5179 -0.006 -0.003 -0.003 0.08
H -0.4459 1.3093 3.7007 -0.001 0.002 0.002 0.06
H 2.8903 1.8711 1.9945 -0.008 0.004 0.002 0.07
H 3.1378 0.1637 1.5797 0.005 0.007 0.011 0.03
H 3.1523 0.6820 3.2719 0.001 -0.002 -0.005 0.09
H -0.1183 -1.1381 2.8172 0.011 0.003 0.000 0.07
H 1.4315 -1.1626 3.6653 -0.001 0.003 -0.005 0.09
H 1.3791 -1.5289 1.9396 0.001 0.000 0.007 0.01
C 3.2949 3.3206 -1.7970 -0.015 -0.022 -0.077 -0.02
C 3.8911 1.9933 -1.4604 0.007 -0.003 0.019 -0.30
C 5.2735 1.8518 -1.4105 -0.015 0.010 0.003 -0.04
C 5.7776 0.6087 -1.0767 -0.003 -0.026 0.027 -0.15
N 5.0118 -0.4293 -0.7892 0.010 -0.004 -0.024 0.06
C 3.6882 -0.2281 -0.8573 -0.020 0.089 0.037 -0.80
S 2.5657 -1.4511 -0.4692 -0.027 0.004 -0.028 0.73
N 3.0961 0.9536 -1.1968 0.022 -0.029 0.028 0.04
H 4.0773 4.0759 -1.8593 -0.007 0.001 0.004 0.07
H 2.5578 3.6124 -1.0529 0.004 0.007 0.019 0.07
H 2.7692 3.2681 -2.7496 -0.002 -0.003 0.011 0.09
H 5.9214 2.6897 -1.6232 0.002 -0.006 -0.005 0.10
H 6.8504 0.4417 -1.0269 -0.002 0.002 -0.004 0.10
Se 1.2989 -1.6782 -5.7564 0.004 -0.032 -0.015 0.38
C 1.4294 -0.9140 -4.1334 0.021 0.047 -0.013 -0.91
N 1.4654 -0.4298 -3.0808 -0.053 -0.022 -0.009 -0.02
F -1.2799 1.9482 -1.5637 0.023 0.001 -0.017 -0.06
C 0.0274 1.7633 -2.1019 -0.023 -0.006 0.001 -0.54
F 0.5257 3.0531 -1.9932 0.024 0.000 0.019 -0.03
F -0.2309 1.6697 -3.4391 0.005 0.013 0.018 0.02
```
Positions in Å, forces in eV/Å.

E_LUMO: 1.607 eV
total charge: -1
HOMO: -4.4 eV
2S+1: 1
max |F|: 0.10 eV/Å
energy relative to the best compared isomer or geometry (same formula, charge and spin): 0.00 kJ/mol
orbital gap: 0.221 hartree

***

5.
Molecular formula: C19H45BBrFIN6O4
Method: DFT, ωB97M-V/def2-TZVPD

XYZ file:
```
78
Properties=species:S:1:pos:R:3:forces:R:3:lowdin_charge:R:1
C 0.9292 4.3142 2.3080 -0.009 0.047 0.112 -0.07
C 0.4192 3.0098 2.9127 0.132 0.052 0.004 -0.17
C -1.0883 2.9010 2.7731 -0.398 0.186 0.133 -0.32
F -1.6617 3.6616 3.7684 -0.049 0.122 0.074 0.04
N -1.6580 1.5565 2.8951 0.485 -0.502 -0.111 -0.04
C -1.0700 0.6763 3.9246 0.032 0.035 0.152 -0.15
C -2.0494 -0.4213 4.3762 0.091 -0.012 0.163 -0.27
C -1.5646 -1.8407 4.1258 -0.254 -0.016 -0.189 -0.67
I -0.1987 -2.5258 5.5988 0.209 0.006 0.001 0.82
C -1.8669 0.9754 1.6564 0.073 -0.293 -0.267 -0.39
N -0.8971 0.3325 1.0582 0.038 0.011 0.098 0.18
C -0.9816 -0.4450 -0.1893 -0.146 -0.228 -0.009 -0.13
C 0.3930 -0.8603 -0.6916 0.003 -0.002 -0.180 -0.07
C 1.3997 -1.4592 0.2796 -0.367 0.040 0.129 -0.52
N 0.8831 -2.3372 1.2300 0.595 0.276 0.321 0.17
O 2.5789 -1.2551 0.1474 -0.007 -0.162 -0.048 0.10
N -3.0690 1.0217 1.0107 -0.249 1.175 0.338 -0.23
Br -4.5294 1.4813 2.1201 0.014 -0.164 -0.059 0.97
B -3.2014 1.8363 -0.2586 0.070 -0.207 -0.139 -0.71
C -4.4900 1.8247 -1.1202 -0.036 -0.195 -0.032 0.00
O -2.0740 2.5389 -0.5484 0.215 -0.462 -0.144 0.17
H 0.4408 5.1678 2.7786 -0.022 -0.008 -0.017 0.09
H 0.7377 4.3592 1.2346 0.029 -0.022 0.011 0.08
H 1.9996 4.4197 2.4747 0.007 -0.019 -0.063 0.08
H 0.6642 2.9773 3.9762 -0.027 -0.077 -0.009 0.13
H 0.9263 2.1572 2.4484 -0.074 0.022 -0.074 0.11
H -1.4257 3.3225 1.8210 0.027 -0.101 -0.044 0.15
H -0.1143 0.2347 3.6066 -0.038 -0.002 0.019 0.11
H -0.8311 1.3236 4.7651 -0.023 0.055 -0.040 0.13
H -2.2260 -0.2897 5.4435 -0.139 -0.063 -0.025 0.10
H -3.0251 -0.2999 3.8993 0.085 0.123 -0.115 0.08
H -1.0637 -1.9353 3.1647 -0.056 0.019 0.059 0.00
H -2.3878 -2.5490 4.1189 0.000 0.001 0.129 0.05
H 0.0078 0.4000 1.5103 0.007 0.042 -0.078 0.15
H -1.6598 -1.2902 -0.0382 0.075 -0.015 0.097 0.12
H -1.4380 0.1725 -0.9596 0.024 0.004 0.017 0.11
H 0.8853 -0.0376 -1.2090 0.061 0.019 0.115 0.13
H 0.2271 -1.6428 -1.4382 -0.017 0.062 -0.025 0.14
H 0.1502 -1.9745 1.8239 -0.270 -0.190 -0.365 0.04
H 1.6373 -2.6928 1.8110 -0.063 -0.076 -0.041 0.12
H -4.8470 2.8395 -1.3108 0.023 -0.021 -0.009 0.09
H -5.3067 1.2442 -0.6958 -0.001 0.012 -0.013 0.06
H -4.2628 1.3772 -2.0955 0.000 0.086 0.000 0.06
H -1.9853 2.8000 -1.4726 -0.178 0.342 0.112 0.14
C 5.6483 -0.7122 -0.8873 0.020 -0.005 -0.072 -0.07
C 6.4504 -0.0386 -1.9952 -0.032 0.062 0.081 -0.44
C 7.8771 -0.5739 -2.1567 0.023 -0.012 -0.066 -0.21
O 8.7836 -0.1438 -1.1613 -0.043 0.026 0.047 -0.19
C 8.7791 -0.8908 0.0379 0.055 -0.026 -0.020 -0.11
N 6.4113 1.4124 -1.7905 0.065 0.001 -0.052 0.04
H 5.9529 -0.3538 0.0970 0.022 -0.005 -0.005 0.07
H 4.5905 -0.4872 -1.0021 0.032 0.015 0.028 0.05
H 5.7718 -1.7968 -0.9086 -0.004 0.000 0.005 0.08
H 5.9433 -0.2428 -2.9446 0.025 -0.034 -0.006 0.13
H 8.2810 -0.1949 -3.0987 0.024 0.014 0.019 0.12
H 7.8735 -1.6709 -2.2152 -0.033 0.006 0.014 0.12
H 8.5925 -1.9519 -0.1582 0.005 -0.002 0.011 0.09
H 8.0322 -0.5295 0.7497 -0.017 -0.016 -0.014 0.07
H 9.7650 -0.7855 0.4884 -0.003 0.002 0.004 0.09
H 6.8317 1.8825 -2.5861 -0.041 -0.001 -0.017 0.07
H 7.0181 1.6349 -1.0060 -0.032 -0.001 0.014 0.07
C -2.9021 -2.1721 -3.4664 0.026 0.020 0.033 -0.06
C -4.0360 -2.6618 -2.5744 0.071 -0.051 0.019 -0.42
C -5.4367 -2.3536 -3.1075 -0.063 -0.049 0.004 -0.20
O -5.8073 -0.9894 -3.0054 0.176 0.054 0.011 -0.19
C -5.4293 -0.1808 -4.1033 -0.131 -0.014 -0.047 -0.11
N -3.8379 -2.1458 -1.2128 -0.016 0.164 0.105 0.05
H -2.7659 -1.0914 -3.3768 -0.025 0.006 -0.009 0.06
H -1.9657 -2.6499 -3.1770 0.003 0.018 0.016 0.07
H -3.0892 -2.4021 -4.5156 -0.001 0.003 -0.001 0.09
H -3.9643 -3.7517 -2.5109 -0.029 -0.004 -0.051 0.14
H -6.1583 -2.9079 -2.5029 -0.039 0.063 0.003 0.13
H -5.5452 -2.6925 -4.1446 0.054 -0.031 0.012 0.12
H -5.5068 -0.7316 -5.0452 -0.013 0.016 -0.005 0.10
H -4.4068 0.1991 -4.0140 0.022 -0.033 -0.017 0.06
H -6.1145 0.6650 -4.1368 0.005 0.004 0.008 0.09
H -4.5123 -2.5803 -0.5892 0.061 -0.068 0.014 0.08
H -4.1011 -1.1617 -1.2190 -0.041 -0.021 -0.051 0.05
```
Positions in Å, forces in eV/Å.

E_LUMO: -3.854 eV
total charge: +1
HOMO: -10.5 eV
2S+1: 1
max |F|: 1.25 eV/Å
energy relative to the best compared isomer or geometry (same formula, charge and spin): 0.00 kJ/mol
orbital gap: 0.244 hartree

***

Question: Which of these has the highest energy relative to the best compared isomer or geometry (same formula, charge and spin)?
Answer: C5H5BrN

***

Question: Which of these has the highest HOMO?
Answer: C25H33F3FeN5P2SSe